1.
# C6H5N2O6P

A structure of composition C6H5N2O6P at a distorted geometry (wB97M-V/def2-TZVPD, the OMol25 dataset).

Each line ends with the Mulliken charge.
Geometry (Å):
C 1.14277 -0.70144 -0.31062  0.3859
C -0.06234 0.42757 0.90686  0.3134
C -0.10452 1.19331 -1.72053  0.1554
C -1.29339 -0.42081 -1.44829  0.3207
C -0.04520 0.15202 -0.59266  0.8675
C 1.93596 -0.71025 2.12239  -0.3989
N 1.05952 -0.40811 1.02039  0.0077
N -1.16067 0.61682 -2.44514  0.0266
O 2.07640 -1.28355 -0.80706  -0.6188
O -0.65297 1.00598 1.76193  -0.5717
O 0.54441 2.17720 -1.87657  -0.5565
O -1.92142 -1.39461 -1.36794  -0.5032
O 2.96462 0.21213 2.29058  -0.4810
O -3.32802 1.75328 -2.98749  -0.5255
P -2.19293 1.01001 -3.94857  0.1632
H 2.28393 -1.71052 2.11866  0.3418
H 1.36655 -0.67469 3.08515  0.3170
H 3.21797 0.48462 1.45167  0.3222
H -3.27665 2.70362 -2.76163  0.3468
H -2.86644 -0.11885 -3.85686  0.0875

Values from the calculation:
HOMO level in eV: -10.48
Frontier orbital gap in eV: 10.36
Max |F| in eV Å⁻¹: 4.28
Total charge: 0
LUMO level in eV: -0.12

---

2.
# C6H5N3O

A cluster of 2 separate species, C6H5N3O in total at a distorted geometry (wB97M-V/def2-TZVPD, the OMol25 dataset).

Each line ends with the Mulliken charge.
Geometry (Å):
C 1.16863 1.03874 0.03207  0.4872
C 1.84564 -1.26156 -0.27544  -0.0455
C -0.39284 -0.82706 0.14279  -0.1175
C -2.45130 0.16117 0.01340  -0.4207
C -1.67064 1.21317 -0.30050  -0.4770
C -0.30660 0.65330 -0.04597  0.5681
H 2.58254 -2.02895 -0.26361  0.3991
H 0.52846 -2.85210 1.05149  0.3727
H -2.24972 -1.77650 0.15099  -0.0216
H -3.41402 0.12254 -0.19864  0.4781
H -1.71284 2.36193 -0.92983  0.2381
N 2.07756 0.02654 -0.24145  -0.4952
N 0.54164 -1.84155 0.02592  -0.4526
N -1.84051 -0.98381 0.15570  0.0593
O 1.20716 2.23727 0.40129  -0.5724

Values from the calculation:
HOMO level in eV: -8.21
Frontier orbital gap in eV: 7.25
Max |F| in eV Å⁻¹: 8.52
Total charge: 0
Energy above the lowest of the compared OMol25 structures with the same formula, charge and spin in kJ/mol: 525.0
LUMO level in eV: -0.96

---

3.
# C6H5N3O2

The molecule C6H5N3O2 at a distorted geometry (wB97M-V/def2-TZVPD, the OMol25 dataset).

Each line ends with the Mulliken charge.
Geometry (Å):
C -1.44645 0.00421 1.65331  -0.1668
C -1.68117 1.24597 1.20507  -0.3341
C -0.14916 -0.63197 -0.04910  0.6433
C -0.32031 0.63597 -0.52231  0.0131
C 2.09610 -0.86158 -0.89005  -0.2439
C 0.71164 -1.52188 -0.79324  -0.6253
N -0.74131 -0.93097 1.09361  -0.5913
N 2.31568 0.25285 -1.26451  0.0408
N -0.98620 1.66314 0.07510  0.6040
O -1.07047 2.83802 -0.31952  -0.6627
O 1.61608 1.15469 -1.74823  -0.3424
H -2.04422 -0.31999 2.55619  0.2939
H -2.35142 1.96034 1.69980  0.4045
H 2.92309 -1.43129 -0.54602  0.3897
H 0.66946 -2.57729 -0.27665  0.3203
H 0.45867 -1.48022 -1.87346  0.2569

Values from the calculation:
HOMO level (spin up / spin down) in eV: -9.32 / -9.30
Frontier orbital gap (spin up / spin down) in eV: 8.40 / 8.33
Max |F| in eV Å⁻¹: 6.39
Total charge: 0
Energy above the lowest of the compared OMol25 structures with the same formula, charge and spin in kJ/mol: 758.4
LUMO level (spin up / spin down) in eV: -0.92 / -0.97

---

4.
# C6H5N4

The ion C6H5N4 with charge +1 at a distorted geometry (wB97M-V/def2-TZVPD, the OMol25 dataset).

Each line ends with the Mulliken charge.
Geometry (Å):
H -2.35698 2.96076 3.77026  0.3364
N -2.62901 2.49032 2.88169  -0.2841
N -1.54794 1.99884 2.53391  -0.5564
N -1.44522 1.20773 1.55989  0.6924
C -1.18359 0.60525 0.59770  0.5181
C -0.30283 -0.01768 -0.29314  0.3497
C 0.98759 -0.51883 0.32059  -0.2456
C 1.78974 -1.26006 -0.55902  -0.4122
C 1.43946 -1.39146 -1.91261  -0.2864
C 0.17895 -0.83038 -2.42075  -0.1389
N -0.57915 -0.21019 -1.55830  -0.4873
H 1.14904 -0.36433 1.42635  0.3178
H 2.63852 -1.81321 -0.20150  0.4270
H 2.00113 -1.97103 -2.69179  0.3404
H -0.13970 -0.88576 -3.45329  0.4290

Values from the calculation:
HOMO level in eV: -14.18
Frontier orbital gap in eV: 7.90
Max |F| in eV Å⁻¹: 4.66
Total charge: +1
Energy above the lowest of the compared OMol25 structures with the same formula, charge and spin in kJ/mol: 98.7
LUMO level in eV: -6.27
Structure (SMILES): [H]/N=N/[N+]#Cc1ccccn1

---

5.
# C6H5N5

A cluster of 2 separate species, C6H5N5 in total at a distorted geometry (wB97M-V/def2-TZVPD, the OMol25 dataset).

Each line ends with the Mulliken charge.
Geometry (Å):
C -1.81949 -1.93614 -0.10814  0.3572
C 3.21930 0.27963 0.05180  0.4863
C 0.27507 -0.54841 0.01541  0.0590
C -1.03653 1.39603 -0.33639  -0.1116
C -2.30488 -0.71581 0.40541  -0.5631
C -0.90501 0.22597 0.44688  0.6176
N 0.45438 -1.68754 -0.37840  -0.1261
N -0.77931 -2.39836 -0.44230  -0.1408
N 2.14324 0.82255 -0.03795  -0.3937
N -1.11240 2.33151 -0.99274  0.1476
N 4.32792 -0.10541 0.26992  -0.1151
H -3.07450 -0.24704 -0.21363  0.4032
H -2.71007 -0.82637 1.41767  0.3436
H -0.76418 0.53569 1.49676  0.3494
H -1.17293 3.17953 -1.54383  0.3386
H 5.25938 -0.30582 -0.05048  0.3479

Values from the calculation:
HOMO level (spin up / spin down) in eV: -17.28 / -17.89
2S+1: 3
Frontier orbital gap (spin up / spin down) in eV: 7.27 / 6.97
Max |F| in eV Å⁻¹: 3.66
Total charge: +2
LUMO level (spin up / spin down) in eV: -10.01 / -10.92

---

6.
# C6H5NO

A structure of composition C6H5NO at a distorted geometry (wB97M-V/def2-TZVPD, the OMol25 dataset).

Each line ends with the Mulliken charge.
Geometry (Å):
C -0.31993 0.88193 -0.11716  0.2526
C -1.59537 0.51763 0.21421  -0.5926
C -0.51009 -1.31605 -0.40055  -0.5870
C 0.39119 -0.33954 -0.40480  0.8602
C 1.69876 -0.37636 -0.32392  -0.4193
C 2.85444 -0.18980 0.13361  -0.4201
H 0.89937 2.42735 0.38220  0.3921
H -2.60011 1.04664 0.25716  0.3099
H -2.47681 -1.50354 -0.00469  0.1223
H -0.26077 -2.27357 0.01335  0.2669
H 3.83475 -0.35388 0.60575  0.3516
N -1.78735 -0.84626 -0.00625  0.0207
O -0.12808 2.32545 -0.34892  -0.5573

Values from the calculation:
HOMO level in eV: -8.53
Frontier orbital gap in eV: 9.12
Max |F| in eV Å⁻¹: 10.24
Total charge: 0
Energy above the lowest of the compared OMol25 structures with the same formula, charge and spin in kJ/mol: 407.5
LUMO level in eV: 0.60

---

The records above give, respectively, energy values of -1133.93278, -470.94646, -546.09938, -450.23263, -504.39121, -361.42903 Eh.